# 1
ORCA calculation (ωB97M-V/def2-TZVPD) on a 3-piece molecular cluster, CHO4S overall in a non-equilibrium geometry.

Relative energy (zero: lowest compared OMol25 entry of this formula, charge and spin)   175.3 kJ/mol
Net charge   -1
LUMO   0.143 Eh
HOMO-LUMO gap   9.03 eV

Atoms and positions in Å:
O 1.559548 2.045662 1.249446
O -0.712931 -1.969759 -1.051047
O -1.842496 0.295255 -0.855876
O -0.972980 -0.841533 1.141015
C 2.010983 1.162061 0.689864
S -0.842962 -0.683386 -0.320120
H 0.800839 -0.008300 -0.853283

Cartesian forces, eV/Å:
O 0.40 -1.06 -0.71
O -0.33 1.57 0.78
O 1.88 -1.45 0.52
O 0.95 0.41 -1.25
C -0.24 1.13 0.86
S 0.32 0.33 -1.49
H -2.99 -0.93 1.29

=====

# 2
ORCA calculation (ωB97M-V/def2-TZVPD) on a single CHOPS molecule in a non-equilibrium geometry.

Relative energy (zero: lowest compared OMol25 entry of this formula, charge and spin)   168.3 kJ/mol
Net charge   0
LUMO (alpha / beta)   -0.076 / -0.076 Eh
HOMO-LUMO gap (alpha / beta)   7.06 / 7.05 eV

Atoms and positions in Å:
H -0.782579 -1.029078 0.084189
C 0.820690 -0.016531 -0.186750
O -1.662961 1.191670 -0.387662
P -0.684718 0.380159 0.370048
S 2.309569 -0.526218 0.120176

Cartesian forces, eV/Å:
H -0.40 -0.34 0.33
C 5.68 -1.39 0.29
O -0.06 0.39 0.15
P -2.62 0.33 0.10
S -2.61 1.02 -0.87

=====

# 3
ORCA calculation (ωB97M-V/def2-TZVPD) on a single CIN2P molecule in a non-equilibrium geometry.

Relative energy (zero: lowest compared OMol25 entry of this formula, charge and spin)   0.0 kJ/mol
Net charge   0
LUMO   -0.079 Eh
HOMO-LUMO gap   8.12 eV

Atoms and positions in Å:
N 0.257882 -0.821754 0.309909
N -0.150391 -0.752273 -2.095488
I -0.539357 2.291117 1.141579
C -0.006767 -0.707807 -0.971531
P 0.438633 -0.009284 1.615530

Cartesian forces, eV/Å:
N 0.56 0.36 1.10
N -0.50 0.15 -2.68
I 0.45 -0.76 0.26
C 0.35 -0.23 2.51
P -0.86 0.48 -1.19

=====

# 4
ORCA calculation (ωB97M-V/def2-TZVPD) on a 2-piece molecular cluster, CIN3S overall in a non-equilibrium geometry.

Relative energy (zero: lowest compared OMol25 entry of this formula, charge and spin)   12.6 kJ/mol
Net charge   0
LUMO   -0.018 Eh
HOMO-LUMO gap   9.49 eV

Atoms and positions in Å:
N -1.055906 -1.439040 -1.649914
I -0.575082 1.615758 -2.419761
C -0.757417 -0.366521 -1.967714
S -0.457113 0.561886 1.739301
N 0.953555 0.082097 1.994872
N 1.891964 -0.454181 2.303216

Cartesian forces, eV/Å:
N 0.49 0.79 -0.33
I 0.06 -0.98 0.18
C -0.54 0.19 0.17
S -3.00 1.57 -0.88
N 3.11 -2.43 1.43
N -0.11 0.87 -0.56

=====

# 5
ORCA calculation (ωB97M-V/def2-TZVPD) on a single CN2O2S molecule in a non-equilibrium geometry.

Relative energy (zero: lowest compared OMol25 entry of this formula, charge and spin)   314.7 kJ/mol
Net charge   0
LUMO (alpha / beta)   -0.067 / -0.071 Eh
HOMO-LUMO gap (alpha / beta)   7.27 / 7.14 eV

Atoms and positions in Å:
S 2.067866 -0.153631 -0.036367
O -1.652489 -1.061122 -0.078512
N 0.177566 1.719005 -0.053192
N -0.618524 0.953241 0.083260
C -0.604171 -0.482337 -0.001590
O 0.629750 -0.975156 0.086400

Cartesian forces, eV/Å:
S -0.47 1.30 -0.08
O 1.65 0.59 0.02
N 2.93 0.86 -0.09
N -1.67 0.74 0.07
C -0.87 -3.67 0.27
O -1.58 0.17 -0.18

=====

# 6
ORCA calculation (ωB97M-V/def2-TZVPD) on CN2O2S as an isolated structure in a non-equilibrium geometry.

Relative energy (zero: lowest compared OMol25 entry of this formula, charge and spin)   471.6 kJ/mol
Net charge   0
LUMO (alpha / beta)   -0.098 / -0.101 Eh
HOMO-LUMO gap (alpha / beta)   7.62 / 7.49 eV

Atoms and positions in Å:
N 0.146518 0.829097 -1.095710
O -0.291454 1.626565 -1.800653
N 0.265888 -1.593864 1.754267
C -0.306246 -0.728494 1.289577
S -1.382620 0.360658 0.640904
O 1.002720 0.045570 -1.053166

Cartesian forces, eV/Å:
N -1.91 -1.85 2.49
O -0.14 1.44 -1.18
N 1.59 -1.67 1.00
C -1.71 1.30 -0.80
S 1.30 0.77 -1.31
O 0.88 0.01 -0.20